1.
The following is a DFT calculation (the ωB97M-V functional and the def2-TZVPD basis) of the molecule C2H2ClF in a non-equilibrium geometry.

Computed properties:
Structure (SMILES): C=C(F)Cl
HOMO: -9.79 eV
M: 80.49 g/mol

Last column: natural (NBO) charge in e.
Element x y z (Å)
C: 0.60 -0.53 0.02  -0.477
C: -0.49 0.30 0.21  0.315
F: -0.21 1.62 0.01  -0.340
Cl: -2.17 0.16 0.01  0.052
H: 1.52 0.02 -0.20  0.225
H: 0.75 -1.56 -0.04  0.224



2.
The following is a DFT calculation (the ωB97M-V functional and the def2-TZVPD basis) of a structure of composition C4H16CrO8P in a non-equilibrium geometry.

Computed properties:
⟨S²⟩: 3.7985
Spin multiplicity: 4
HOMO (alpha / beta): -9.19 / -9.15 eV
M: 275.13 g/mol

Last column: natural (NBO) charge in e.
Element x y z (Å)
Cr: -0.39 0.71 0.55  1.331
P: 1.13 2.38 0.90  2.461
O: 1.56 1.02 0.20  -1.099
O: 0.41 1.63 2.16  -1.042
O: -0.23 2.50 0.00  -1.008
O: 2.11 3.43 1.09  -1.068
C: -3.02 -0.18 2.00  -0.235
O: -2.28 0.91 1.51  -0.733
H: -3.78 -0.01 2.76  0.200
H: -3.53 -0.65 1.17  0.197
H: -2.30 -0.90 2.41  0.165
H: -1.99 1.70 2.05  0.551
C: 2.82 -1.33 -2.46  -0.232
O: 1.95 -1.09 -1.39  -0.803
H: 2.76 -0.50 -3.22  0.171
H: 3.78 -1.53 -2.16  0.174
H: 2.52 -2.30 -2.93  0.174
H: 2.17 -0.35 -0.84  0.525
C: -1.13 1.13 -2.44  -0.239
O: -1.04 0.07 -1.44  -0.733
H: -0.17 1.59 -2.58  0.201
H: -1.50 0.75 -3.38  0.180
H: -1.71 1.90 -2.03  0.212
H: -0.47 -0.68 -1.75  0.515
C: 0.35 -1.83 2.02  -0.241
O: -0.05 -1.36 0.74  -0.741
H: -0.52 -1.74 2.60  0.181
H: 0.73 -2.86 2.03  0.191
H: 1.12 -1.13 2.34  0.214
H: 0.70 -1.28 0.09  0.532



3.
The following is a DFT calculation (the ωB97M-V functional and the def2-TZVPD basis) of a structure of composition C43H27BrF4IrN2O9P2S.

Computed properties:
Net charge: +1
HOMO (alpha / beta): -11.88 / -11.81 eV
M: 1157.82 g/mol

Last column: Mulliken charge in e.
Element x y z (Å)
Ir: -0.99 -0.27 1.03  3.175
F: 3.78 0.20 6.12  -0.277
C: 3.24 0.09 4.92  0.427
C: 4.00 0.33 3.79  0.371
F: 5.27 0.67 3.91  -0.284
C: 3.43 0.21 2.53  -0.230
F: 4.23 0.38 1.49  -0.376
C: 2.09 -0.11 2.37  0.014
P: 1.29 -0.31 0.72  1.080
C: 1.99 0.97 -0.34  1.040
C: 2.09 0.71 -1.71  -1.158
C: 2.74 1.61 -2.54  -0.822
C: 3.26 2.79 -2.02  -0.882
C: 3.11 3.08 -0.67  -1.120
C: 2.48 2.17 0.17  -0.627
C: 2.11 -1.87 0.25  1.693
C: 3.25 -1.88 -0.56  -0.696
C: 3.93 -3.06 -0.80  -0.744
C: 3.50 -4.25 -0.22  -0.781
C: 2.40 -4.24 0.62  -0.716
C: 1.71 -3.06 0.86  -0.685
C: 1.37 -0.40 3.52  0.194
Br: -0.39 -1.10 3.41  -0.020
C: 1.92 -0.30 4.78  0.546
F: 1.21 -0.60 5.86  -0.318
H: 1.69 -0.21 -2.12  0.686
H: 2.83 1.39 -3.60  0.485
H: 3.78 3.48 -2.67  0.481
H: 3.50 4.00 -0.27  0.491
H: 2.39 2.40 1.22  0.521
H: 3.63 -0.96 -0.99  0.407
H: 4.81 -3.05 -1.43  0.475
H: 4.03 -5.17 -0.42  0.424
H: 2.07 -5.15 1.10  0.532
H: 0.87 -3.07 1.54  0.231
O: -2.52 0.88 2.19  -0.864
S: -3.69 0.49 1.33  1.385
O: -4.79 -0.09 2.00  -0.660
O: -3.04 -0.30 0.24  -0.751
C: -4.07 1.99 0.50  0.337
C: -5.36 2.46 0.38  -0.616
C: -5.58 3.58 -0.42  -0.717
C: -4.52 4.15 -1.10  -0.909
C: -3.23 3.65 -0.98  -0.209
C: -2.97 2.57 -0.14  0.586
P: -1.22 2.01 0.10  -1.478
C: -0.62 2.24 -1.59  1.181
C: -1.04 1.25 -2.49  -0.874
C: -0.81 1.42 -3.85  -0.554
C: -0.18 2.57 -4.31  -0.915
C: 0.24 3.54 -3.42  -0.808
C: 0.02 3.38 -2.06  0.055
C: -0.54 3.26 1.23  1.009
C: 0.01 2.85 2.44  -0.256
C: 0.54 3.77 3.33  -0.693
C: 0.51 5.12 3.02  -0.780
C: -0.07 5.54 1.83  -0.970
C: -0.61 4.62 0.95  -0.419
H: -6.17 1.96 0.88  0.571
H: -6.58 3.97 -0.53  0.423
H: -4.69 5.00 -1.75  0.459
H: -2.43 4.10 -1.56  0.357
H: -1.54 0.36 -2.14  0.216
H: -1.14 0.66 -4.54  0.498
H: -0.02 2.70 -5.37  0.415
H: 0.74 4.43 -3.78  0.482
H: 0.37 4.14 -1.37  0.302
H: 0.01 1.79 2.69  0.534
H: 0.95 3.43 4.27  0.517
H: 0.92 5.84 3.71  0.426
H: -0.11 6.60 1.60  0.482
H: -1.08 4.98 0.05  0.391
O: -0.91 -1.78 -1.54  -0.570
C: -1.12 -2.56 -0.64  -0.014
O: -1.09 -2.27 0.65  -0.627
C: -1.39 -4.01 -0.90  0.556
C: -1.55 -4.92 0.14  -0.589
C: -1.75 -6.25 -0.17  -0.298
C: -1.80 -6.72 -1.47  -0.380
C: -1.63 -5.79 -2.47  -0.347
C: -1.42 -4.45 -2.22  -0.283
N: -1.67 -6.25 -3.88  1.090
O: -1.51 -5.41 -4.74  -0.616
O: -1.84 -7.43 -4.06  -0.612
N: -1.90 -7.22 0.94  1.074
O: -1.67 -6.81 2.06  -0.609
O: -2.25 -8.34 0.66  -0.606
H: -1.53 -4.60 1.17  0.686
H: -1.97 -7.76 -1.68  0.629
H: -1.29 -3.75 -3.03  0.823



4.
The following is a DFT calculation (the ωB97M-V functional and the def2-TZVPD basis) of a structure of composition C30H46N3P2Pt.

Computed properties:
Net charge: +1
HOMO: -9.22 eV
M: 705.75 g/mol

Last column: Mulliken charge in e.
Element x y z (Å)
Pt: 0.18 -0.56 0.01  2.126
C: -4.71 -0.75 0.49  -1.623
C: -3.24 -0.58 0.85  1.254
C: -3.04 0.54 1.88  -1.578
P: -2.04 -0.28 -0.52  -1.054
C: -2.51 -1.28 -2.00  0.847
C: -3.75 -0.82 -2.77  -1.722
C: -1.32 -1.33 -2.97  -1.469
C: -2.06 1.45 -0.95  0.315
C: -3.16 2.13 -1.49  -0.536
C: -3.07 3.44 -1.91  0.393
C: -4.24 4.17 -2.49  -1.693
C: -1.81 4.05 -1.82  -0.961
C: -0.72 3.42 -1.25  -0.686
C: -0.83 2.11 -0.74  0.802
N: 0.20 1.45 -0.08  -0.470
C: 1.19 2.14 0.62  0.467
C: 1.05 3.45 1.11  -0.630
C: 2.10 4.07 1.76  -0.970
C: 3.34 3.45 1.96  0.360
C: 4.46 4.15 2.67  -1.582
C: 3.45 2.14 1.52  -0.298
C: 2.40 1.49 0.89  -0.580
P: 2.44 -0.27 0.50  -0.917
C: 3.78 -0.41 -0.76  0.929
C: 3.58 0.67 -1.82  -1.456
C: 3.91 -1.77 -1.44  -1.480
C: 2.99 -1.05 2.07  0.690
C: 2.07 -0.60 3.20  -1.399
C: 3.03 -2.58 2.00  -1.421
H: -5.28 -0.96 1.39  0.475
H: -4.87 -1.58 -0.20  0.388
H: -5.12 0.16 0.04  0.269
H: -2.89 -1.51 1.31  -0.039
H: -3.43 1.48 1.50  0.294
H: -1.99 0.69 2.13  0.221
H: -3.58 0.29 2.80  0.516
H: -2.68 -2.29 -1.60  0.475
H: -3.56 0.15 -3.23  0.413
H: -4.64 -0.74 -2.16  0.314
H: -3.95 -1.53 -3.57  0.487
H: -1.14 -0.34 -3.40  0.284
H: -1.56 -2.01 -3.80  0.532
H: -0.40 -1.67 -2.50  0.177
H: -4.10 1.61 -1.58  0.213
H: -5.14 3.57 -2.45  0.342
H: -4.06 4.44 -3.54  0.349
H: -4.44 5.10 -1.95  0.379
H: -1.68 5.06 -2.20  0.432
H: 0.23 3.93 -1.21  0.703
H: 0.11 3.97 1.01  0.652
H: 1.96 5.08 2.13  0.412
H: 4.36 5.23 2.59  0.394
H: 5.43 3.88 2.24  0.384
H: 4.49 3.89 3.73  0.294
H: 4.38 1.61 1.70  0.351
H: 4.70 -0.20 -0.19  0.552
H: 2.63 0.53 -2.33  0.267
H: 4.38 0.60 -2.56  0.517
H: 3.60 1.68 -1.40  0.228
H: 3.01 -1.97 -2.04  0.317
H: 4.08 -2.60 -0.76  0.277
H: 4.75 -1.74 -2.14  0.468
H: 4.00 -0.68 2.26  0.681
H: 1.02 -0.81 2.96  0.189
H: 2.15 0.47 3.40  0.246
H: 2.32 -1.14 4.12  0.502
H: 2.02 -2.99 1.89  0.164
H: 3.44 -2.97 2.93  0.487
H: 3.64 -2.96 1.19  0.300
C: -1.42 -5.74 1.18  -0.883
N: -0.64 -4.67 0.57  0.144
C: 0.28 -4.80 -0.44  -0.866
C: 0.73 -3.55 -0.71  -0.219
N: 0.09 -2.65 0.11  0.421
C: -0.73 -3.36 0.86  -0.446
H: -0.82 -6.65 1.19  0.335
H: -2.33 -5.91 0.62  0.319
H: -1.65 -5.47 2.20  0.348
H: 0.54 -5.76 -0.85  0.485
H: 1.48 -3.23 -1.41  0.247
H: -1.36 -2.98 1.65  0.553



5.
The following is a DFT calculation (the ωB97M-V functional and the def2-TZVPD basis) of the molecule C4H4N2OS in a non-equilibrium geometry.

Computed properties:
Structure (SMILES): S/N=C\c1cnoc1
HOMO: -9.00 eV
M: 128.16 g/mol

Last column: natural (NBO) charge in e.
Element x y z (Å)
S: -2.34 -0.92 -0.09  0.120
N: -1.91 0.76 0.07  -0.530
C: -0.70 1.11 -0.20  0.091
C: 0.49 0.22 -0.15  -0.268
C: 1.78 0.66 -0.04  -0.038
N: 2.62 -0.39 0.06  -0.099
O: 1.75 -1.47 -0.08  -0.267
C: 0.48 -1.19 -0.14  0.164
H: -3.58 -0.80 0.63  0.154
H: -0.50 2.20 -0.33  0.199
H: 2.22 1.68 0.26  0.239
H: -0.29 -1.85 0.01  0.234



6.
The following is a DFT calculation (the ωB97M-V functional and the def2-TZVPD basis) of a structure of composition C38H42MgN3O5 in a non-equilibrium geometry.

Computed properties:
Net charge: -1
HOMO: -5.43 eV
M: 645.08 g/mol

Last column: Mulliken charge in e.
Element x y z (Å)
Mg: 0.42 0.19 -0.19  -0.015
C: -0.84 -3.04 3.41  -2.024
C: -0.04 -2.89 2.11  2.344
C: 1.37 -3.45 2.29  -1.261
C: -0.71 -3.51 0.91  0.603
C: -1.57 -4.59 1.04  -0.570
C: -2.14 -5.20 -0.06  -1.351
C: -1.85 -4.72 -1.32  -0.579
C: -0.99 -3.65 -1.50  1.163
C: -0.65 -3.20 -2.91  1.403
C: -1.88 -3.05 -3.80  -1.747
C: 0.34 -4.20 -3.53  -1.568
C: -0.41 -3.02 -0.38  -1.355
N: 0.45 -1.94 -0.59  1.122
C: 1.64 -2.26 -1.09  0.203
O: 2.17 -3.38 -1.11  -0.809
C: 2.32 -1.12 -1.77  -0.001
C: 3.39 -1.27 -2.65  -0.858
C: 3.82 -0.16 -3.35  -0.516
C: 3.19 1.06 -3.16  -0.729
C: 2.14 1.13 -2.25  0.025
N: 1.74 0.05 -1.61  0.358
C: 1.31 2.35 -1.99  -0.298
O: 1.49 3.36 -2.69  -0.831
N: 0.46 2.18 -1.00  0.995
C: -0.48 3.19 -0.77  -0.700
C: -1.64 3.20 -1.58  1.026
C: -2.62 4.16 -1.39  -0.473
C: -2.50 5.10 -0.38  -1.363
C: -1.36 5.10 0.40  -0.818
C: -0.33 4.18 0.21  0.301
C: 0.85 4.36 1.15  0.797
C: 2.20 3.86 0.65  -1.765
C: 0.53 3.76 2.52  -1.078
C: -1.79 2.19 -2.70  1.514
C: -3.20 1.59 -2.75  -1.764
C: -1.42 2.84 -4.03  -1.615
H: -0.40 -2.41 4.18  0.340
H: -0.82 -4.07 3.77  0.495
H: -1.88 -2.73 3.27  0.419
H: 0.05 -1.82 1.90  -0.604
H: 1.34 -4.43 2.76  0.432
H: 1.96 -2.78 2.92  0.134
H: 1.87 -3.54 1.33  0.290
H: -1.80 -4.97 2.03  0.326
H: -2.80 -6.05 0.06  0.341
H: -2.29 -5.20 -2.19  0.280
H: -0.16 -2.22 -2.85  -0.364
H: -2.31 -4.02 -4.05  0.341
H: -1.59 -2.57 -4.74  0.439
H: -2.64 -2.44 -3.32  0.404
H: -0.13 -5.17 -3.66  0.351
H: 1.21 -4.31 -2.89  0.376
H: 0.67 -3.85 -4.51  0.390
H: 3.83 -2.25 -2.79  0.552
H: 4.63 -0.24 -4.06  0.412
H: 3.47 1.96 -3.69  0.558
H: -3.49 4.18 -2.03  0.292
H: -3.27 5.83 -0.21  0.361
H: -1.25 5.84 1.17  0.430
H: 0.95 5.45 1.29  0.540
H: 2.23 2.77 0.67  0.118
H: 2.98 4.24 1.31  0.491
H: 2.39 4.21 -0.36  0.414
H: 0.53 2.67 2.46  0.320
H: -0.45 4.07 2.88  0.444
H: 1.28 4.06 3.25  0.463
H: -1.10 1.36 -2.51  -0.638
H: -3.94 2.34 -3.04  0.360
H: -3.47 1.19 -1.78  0.397
H: -3.23 0.79 -3.48  0.407
H: -2.13 3.64 -4.27  0.357
H: -1.44 2.11 -4.84  0.388
H: -0.43 3.27 -3.97  0.362
O: 2.71 0.06 3.65  -0.407
C: 1.54 0.25 4.28  1.197
C: 1.48 0.31 5.67  -0.854
C: 0.27 0.48 6.33  -0.503
C: -0.90 0.61 5.60  -0.935
C: -0.85 0.56 4.22  -0.444
C: 0.36 0.39 3.54  -0.141
C: 0.37 0.36 2.04  2.198
O: 1.47 0.32 1.45  -1.330
O: -0.72 0.40 1.43  -0.833
H: 3.43 -0.02 4.29  0.318
H: 2.39 0.21 6.24  0.319
H: 0.25 0.52 7.41  0.376
H: -1.84 0.75 6.11  0.405
H: -1.74 0.66 3.62  0.449



7.
The following is a DFT calculation (the ωB97M-V functional and the def2-TZVPD basis) of a cluster of 2 separate species, C5H15N4 in total in a non-equilibrium geometry.

Computed properties:
Net charge: +1
HOMO (alpha / beta): -13.19 / -14.25 eV
M: 131.20 g/mol

Last column: natural (NBO) charge in e.
Element x y z (Å)
C: -0.78 -0.95 2.36  -0.331
C: 0.19 -0.69 1.51  -0.265
C: 1.62 -0.55 -0.47  -0.658
C: -0.76 -1.68 -0.88  -0.642
C: 0.12 -0.71 -0.03  0.164
N: -0.32 1.14 -1.76  -0.622
N: -1.67 1.07 0.06  -0.559
N: 0.49 2.50 0.28  -0.699
N: -0.49 0.76 -0.45  0.154
H: -0.55 -0.76 3.42  0.253
H: -1.73 -1.10 1.84  0.206
H: 1.21 -0.56 1.92  0.227
H: 1.79 -0.72 -1.57  0.222
H: 2.07 -1.31 0.22  0.263
H: 1.97 0.51 -0.39  0.231
H: -1.63 -1.95 -0.23  0.240
H: -0.03 -2.66 -0.97  0.252
H: -0.98 -1.38 -1.88  0.252
H: 0.58 0.70 -2.14  0.408
H: -0.38 2.16 -1.83  0.411
H: -2.11 1.87 -0.42  0.416
H: -1.72 0.89 1.03  0.413
H: 0.68 2.24 1.23  0.338
H: 1.31 2.48 -0.31  0.323



8.
The following is a DFT calculation (the ωB97M-V functional and the def2-TZVPD basis) of the molecule C4H6N2O in a non-equilibrium geometry.

Computed properties:
Structure (SMILES): N/C=C\CN=C=O
HOMO: -9.19 eV
M: 98.10 g/mol

Last column: natural (NBO) charge in e.
Element x y z (Å)
N: -1.74 -0.53 0.10  -0.852
C: -0.62 -0.91 0.80  0.006
C: 0.53 -0.23 0.89  -0.251
C: 0.78 1.11 0.26  -0.261
N: 1.70 0.98 -0.87  -0.541
C: 1.20 0.51 -1.83  0.867
O: 0.70 0.03 -2.78  -0.525
H: -2.58 -0.95 0.50  0.368
H: -1.69 -0.88 -0.85  0.381
H: -0.73 -1.87 1.31  0.172
H: 1.34 -0.65 1.47  0.212
H: -0.15 1.63 -0.02  0.214
H: 1.26 1.75 1.02  0.210